# 1
C4H9NO3 as an isolated structure in a non-equilibrium geometry, computed with ωB97M-V/def2-TZVPD.

energy relative to the best compared isomer or geometry (same formula, charge and spin): 130.5 kcal per mole
HOMO-LUMO gap: 9.63 eV

Cartesian coordinates (Å):
C -0.088 -1.198 -1.388
C -1.922 -1.002 0.085
C 1.590 0.060 1.156
N -0.525 -0.847 -0.247
C 0.301 0.675 0.663
O 0.690 1.350 -0.735
O 0.347 2.712 -0.940
O -0.535 1.157 1.379
H 1.130 3.206 -0.637
H -0.755 -1.495 -2.201
H 0.975 -1.203 -1.567
H -2.568 -0.481 -0.626
H -2.122 -0.582 1.068
H -2.164 -2.064 0.124
H 1.330 -0.851 1.711
H 2.066 0.778 1.815
H 2.251 -0.217 0.341

Cartesian forces (eV/Å) of the 6 atoms listed first:
-0.675 0.069 0.750
-0.432 0.102 0.011
-0.533 -0.828 -0.187
0.313 -0.659 -1.076
0.888 2.192 0.034
0.149 -0.836 0.869



# 2
C21H56F8InN16O10Si as an isolated structure in a non-equilibrium geometry, computed with ωB97M-V/def2-TZVPD.

net charge: -1
HOMO-LUMO gap: 4.82 eV

Cartesian coordinates (Å):
C 6.232 2.911 2.202
C 5.907 2.732 0.599
O 5.341 1.359 0.445
In 3.250 1.429 0.851
C 2.861 2.787 2.656
C 2.036 2.243 -0.909
C 0.714 3.133 -0.430
O -0.023 2.531 0.692
C -1.195 3.363 1.077
C -2.190 2.493 2.046
F -1.390 1.460 2.761
F -2.663 3.447 3.118
C -3.545 1.922 1.323
F -4.656 2.940 1.368
F -4.035 0.791 2.197
C -3.321 1.274 -0.166
F -4.623 0.594 -0.522
F -3.119 2.296 -1.251
C -2.184 0.066 -0.210
F -2.840 -1.164 -0.793
F -1.033 0.362 -1.104
Si 2.568 -1.005 1.343
C 3.820 -1.752 2.604
C 2.371 -1.998 -0.295
C 0.804 -0.984 2.181
H 7.377 3.061 2.415
H 5.823 1.995 2.840
H 5.621 3.866 2.568
H 6.867 2.752 -0.092
H 5.059 3.474 0.225
H 3.503 2.359 3.541
H 3.295 3.848 2.340
H 1.710 2.864 2.918
H 2.750 2.898 -1.606
H 1.635 1.372 -1.599
H 1.139 4.215 -0.195
H -0.063 3.225 -1.329
H -1.716 3.897 0.175
H -0.745 4.235 1.755
H -1.884 -0.234 0.886
H 3.213 -2.261 3.497
H 4.591 -2.506 2.137
H 4.371 -0.823 3.112
H 2.490 -3.141 -0.021
H 3.128 -1.628 -1.118
H 1.287 -1.827 -0.765
H 0.188 -0.165 1.567
H 0.847 -0.632 3.304
H 0.283 -2.054 2.087
C 6.600 -4.048 3.526
O 6.025 -3.662 2.521
N 7.918 -3.865 3.725
N 5.968 -4.691 4.525
H 8.410 -4.176 4.546
H 8.432 -3.386 2.997
H 4.975 -4.849 4.415
H 6.425 -5.016 5.360
C -8.264 2.077 3.887
O -9.228 2.185 4.628
N -7.404 3.086 3.659
N -7.976 0.938 3.231
H -6.605 3.015 3.052
H -7.585 3.961 4.133
H -8.598 0.153 3.375
H -7.187 0.829 2.617
C 0.033 -4.679 -1.888
O 0.413 -3.830 -1.098
N -0.174 -4.419 -3.191
N -0.213 -5.951 -1.526
H -0.488 -5.105 -3.857
H -0.001 -3.473 -3.506
H -0.070 -6.189 -0.553
H -0.527 -6.665 -2.162
C -1.396 -7.027 -5.766
O -1.555 -6.230 -4.855
N -0.223 -7.644 -5.996
N -2.379 -7.360 -6.621
H -0.072 -8.303 -6.741
H 0.544 -7.421 -5.375
H -3.279 -6.919 -6.483
H -2.267 -8.015 -7.377
C 7.414 2.822 -2.994
O 6.804 3.340 -2.072
N 8.271 3.504 -3.775
N 7.282 1.521 -3.312
H 8.782 3.094 -4.539
H 8.399 4.486 -3.569
H 6.646 0.971 -2.749
H 7.775 1.076 -4.068
C -5.598 1.373 6.949
O -6.469 0.716 7.496
N -4.304 1.311 7.313
N -5.853 2.218 5.934
H -3.572 1.844 6.875
H -4.069 0.687 8.073
H -6.814 2.294 5.629
H -5.148 2.767 5.471
C -6.207 5.396 -2.444
O -7.100 6.226 -2.504
N -5.347 5.178 -3.456
N -6.002 4.624 -1.361
H -4.605 4.499 -3.425
H -5.466 5.738 -4.290
H -6.628 4.756 -0.577
H -5.272 3.935 -1.293
C -1.349 -2.308 -6.773
O -0.690 -1.937 -7.732
N -2.070 -3.443 -6.782
N -1.413 -1.614 -5.623
H -2.619 -3.765 -6.002
H -2.049 -3.996 -7.629
H -0.885 -0.752 -5.574
H -1.950 -1.903 -4.823

Cartesian forces (eV/Å) of the 6 atoms listed first:
-0.573 0.908 0.142
-0.414 -2.132 0.284
0.167 2.186 -0.022
-0.383 -0.111 0.379
0.282 0.933 0.335
-1.348 0.534 -1.262



# 3
C30H24N9O6W as an isolated structure in a non-equilibrium geometry, computed with ωB97M-V/def2-TZVPD.

net charge: +1
energy relative to the best compared isomer or geometry (same formula, charge and spin): 13.5 kcal per mole
HOMO-LUMO gap: 6.73 eV

Cartesian coordinates (Å):
W 0.381 -0.065 0.193
O 0.122 -1.941 0.185
C 0.164 -2.995 0.958
C 0.412 -4.277 0.437
C 0.446 -5.375 1.263
C 0.215 -5.247 2.637
C -0.037 -4.013 3.172
C -0.057 -2.858 2.360
C -0.329 -1.602 2.957
N -0.361 -0.445 2.364
C -0.740 0.683 3.222
C 0.000 1.974 2.796
N 1.019 1.567 1.851
C 2.208 2.049 1.947
C 3.270 1.492 1.165
C 4.437 2.215 0.885
C 5.463 1.633 0.178
C 5.354 0.309 -0.243
C 4.226 -0.436 0.041
C 3.150 0.140 0.726
O 2.061 -0.572 1.021
H 0.574 -4.357 -0.627
H 0.645 -6.352 0.849
H 0.233 -6.119 3.271
H -0.208 -3.906 4.233
H -0.549 -1.644 4.028
H -0.495 0.446 4.263
H -1.826 0.824 3.156
H 0.445 2.479 3.662
H -0.685 2.676 2.309
H 2.439 2.864 2.636
H 4.488 3.247 1.196
H 6.350 2.201 -0.049
H 6.157 -0.144 -0.804
H 4.139 -1.466 -0.272
C -5.512 -1.526 0.065
N -4.337 -0.686 0.178
C -4.477 0.628 0.396
C -3.416 1.475 0.472
C -2.139 0.894 0.283
O -1.022 1.532 0.291
N -1.991 -0.431 0.163
C -3.062 -1.281 0.069
O -2.940 -2.474 -0.066
H -6.236 -1.059 -0.601
H -5.975 -1.671 1.042
H -5.208 -2.494 -0.331
H -5.489 0.991 0.502
H -3.531 2.532 0.619
C -1.648 1.189 -5.124
N -0.856 0.413 -4.187
C 0.206 -0.284 -4.633
C 1.076 -0.891 -3.788
C 0.852 -0.708 -2.391
O 1.671 -1.015 -1.480
N -0.283 -0.107 -1.954
C -1.168 0.477 -2.823
O -2.171 1.040 -2.431
H -1.918 0.568 -5.977
H -1.071 2.050 -5.468
H -2.548 1.536 -4.618
H 0.328 -0.312 -5.708
H 1.943 -1.430 -4.126
N 1.329 1.517 -0.842
C 1.164 2.683 -0.987
C 1.093 4.020 -1.000
C 1.771 4.614 0.077
N 2.332 5.018 0.994
C 0.358 4.784 -1.920
N -0.240 5.421 -2.662

Cartesian forces (eV/Å) of the 6 atoms listed first:
-1.340 -0.023 1.011
0.158 0.419 -0.614
-0.083 -1.003 1.679
-0.041 0.788 -0.309
-0.119 0.113 0.261
0.029 -0.180 -0.098



# 4
C30H17F15GeN4O3PdS as an isolated structure, computed with ωB97M-V/def2-TZVPD.

net charge: +2
multiplicity: 5
energy relative to the best compared isomer or geometry (same formula, charge and spin): 0.0 kcal per mole
<S²>: 6.043
HOMO-LUMO gap (spin up / spin down): 8.30 / 4.37 eV

Cartesian coordinates (Å):
Pd -0.947 -1.650 -0.564
C -1.896 -4.938 2.365
C -1.280 -4.156 1.257
N -1.903 -3.230 0.625
O -3.178 -2.991 1.097
C 0.116 -4.445 0.860
C 0.951 -5.460 1.583
N 0.587 -3.790 -0.139
O 1.674 -3.794 -0.692
H -2.975 -4.980 2.259
H -1.674 -4.444 3.316
H -1.489 -5.945 2.407
H -3.659 -2.642 0.335
H 0.920 -5.291 2.659
H 1.982 -5.397 1.245
H 0.588 -6.471 1.389
C 0.979 0.060 -4.381
C -0.038 -0.665 -3.552
O 0.156 -0.840 -2.340
N -1.138 -1.113 -4.173
C -2.176 -1.862 -3.487
C -3.084 -0.988 -2.652
C -4.098 -0.243 -3.230
C -4.905 0.546 -2.427
C -4.680 0.565 -1.059
C -3.645 -0.193 -0.550
N -2.865 -0.955 -1.331
H 1.925 -0.476 -4.312
H 1.127 1.054 -3.957
H 0.693 0.154 -5.426
H -1.232 -0.942 -5.160
H -1.708 -2.622 -2.857
H -2.759 -2.395 -4.235
H -4.259 -0.293 -4.299
H -5.703 1.132 -2.863
H -5.290 1.159 -0.393
H -3.413 -0.200 0.507
F 2.705 -0.431 -0.610
C 3.417 0.097 0.348
C 2.843 0.963 1.255
C 3.754 1.478 2.156
F 3.410 2.361 3.044
C 5.154 1.123 2.191
F 5.900 1.672 3.094
C 5.683 0.228 1.277
F 6.948 -0.104 1.293
C 4.807 -0.286 0.342
F 5.208 -1.120 -0.567
Ge 0.852 1.334 1.169
S 0.036 -0.681 1.326
C 0.732 2.425 -0.453
C -0.244 2.307 -1.422
F -1.253 1.441 -1.253
C -0.264 3.087 -2.561
F -1.220 2.915 -3.471
C 0.715 4.052 -2.744
F 0.706 4.804 -3.827
C 1.695 4.228 -1.777
F 2.626 5.155 -1.931
C 1.679 3.418 -0.656
F 2.630 3.618 0.276
C 0.409 2.377 2.749
C -0.266 3.586 2.728
F -0.598 4.149 1.560
C -0.629 4.245 3.889
F -1.275 5.399 3.832
C -0.315 3.683 5.118
F -0.654 4.299 6.231
C 0.360 2.469 5.176
F 0.674 1.931 6.344
C 0.699 1.844 3.995
F 1.372 0.678 4.053

Cartesian forces (eV/Å) of the 6 atoms listed first:
0.006 -0.202 -0.497
0.016 -0.030 0.023
-0.030 -0.048 -0.069
0.168 0.089 0.185
-0.102 -0.047 0.018
0.042 0.044 -0.045



# 5
One molecule with the formula C4H8O in a non-equilibrium geometry, computed with ωB97M-V/def2-TZVPD.

energy relative to the best compared isomer or geometry (same formula, charge and spin): 52.0 kcal per mole
structure (SMILES): C[C@@H]1CCO1
HOMO-LUMO gap: 10.68 eV

Cartesian coordinates (Å):
C -1.079 0.201 1.135
C -0.688 -0.337 -0.177
C 0.793 -0.663 -0.168
C 1.018 0.613 -1.021
O -0.484 0.750 -1.155
H -0.125 0.738 1.660
H -1.443 -0.713 1.642
H -1.927 0.979 1.277
H -1.433 -0.976 -0.630
H 1.316 -0.964 0.820
H 0.959 -1.601 -0.806
H 1.580 1.533 -0.526
H 1.514 0.442 -2.052

Cartesian forces (eV/Å) of the 6 atoms listed first:
-0.161 1.946 2.946
0.192 2.369 -1.139
1.240 -3.118 -0.677
0.206 0.925 -0.396
2.290 -0.068 0.303
-2.293 -1.582 -0.986



# 6
One molecule with the formula C4H4N2O2 in a non-equilibrium geometry, computed with ωB97M-V/def2-TZVPD.

energy relative to the best compared isomer or geometry (same formula, charge and spin): 153.2 kcal per mole
HOMO-LUMO gap (spin up / spin down): 9.02 / 9.02 eV

Cartesian coordinates (Å):
C 1.885 0.889 0.990
C 1.475 -0.268 -1.433
C 0.434 0.143 -0.867
C -0.863 0.715 -0.538
N 2.840 0.469 0.350
N -1.623 -0.035 0.382
O -1.208 1.694 -1.138
O 2.942 -0.184 -0.689
H 1.816 1.447 1.820
H 1.845 -0.821 -2.288
H -1.110 -0.656 1.076
H -2.560 0.260 0.681

Cartesian forces (eV/Å) of the 6 atoms listed first:
0.709 -2.679 -4.985
-0.033 -1.031 -0.695
1.604 0.559 2.005
-0.232 -1.540 0.342
-0.689 1.127 2.980
0.989 -0.435 0.945



# 7
One molecule with the formula C3H4N2O2S in a non-equilibrium geometry, computed with ωB97M-V/def2-TZVPD.

energy relative to the best compared isomer or geometry (same formula, charge and spin): 95.9 kcal per mole
structure (SMILES): Cn1onc(S)c1=O
HOMO-LUMO gap: 9.23 eV

Cartesian coordinates (Å):
C -0.959 0.798 1.659
N -0.454 0.287 0.432
O -1.037 0.614 -0.794
N -0.232 0.139 -1.789
C 0.664 -0.676 -1.240
S 1.904 -1.386 -2.210
C 0.585 -0.636 0.253
O 1.145 -1.220 1.252
H -0.852 1.891 1.541
H -1.936 0.455 1.861
H -0.276 0.315 2.390
H 1.449 -0.580 -3.353

Cartesian forces (eV/Å) of the 6 atoms listed first:
1.618 0.497 -0.317
1.538 -2.442 -1.802
0.300 0.788 0.690
0.983 -1.918 1.383
-0.940 1.895 0.044
-0.598 1.144 -1.936



# 8
C46H40MoN3O7S3 as an isolated structure in a non-equilibrium geometry, computed with ωB97M-V/def2-TZVPD.

net charge: +3
energy relative to the best compared isomer or geometry (same formula, charge and spin): 0.0 kcal per mole
HOMO-LUMO gap: 5.81 eV

Cartesian coordinates (Å):
Mo 0.670 -0.486 1.412
C -2.018 -1.436 3.857
C -0.598 -1.815 4.100
N 0.392 -1.722 3.221
C 1.587 -2.200 3.732
C 1.520 -2.613 5.015
S -0.081 -2.436 5.586
C 2.646 -2.307 2.740
C 3.905 -2.776 2.841
S 4.616 -2.882 1.291
C 3.216 -2.284 0.548
N 2.264 -1.983 1.432
C 3.100 -2.245 -0.936
H -2.342 -1.802 2.882
H -2.137 -0.352 3.889
H -2.659 -1.869 4.622
H 2.296 -3.042 5.630
H 4.433 -3.092 3.726
H 3.241 -3.257 -1.322
H 3.868 -1.608 -1.375
H 2.131 -1.888 -1.263
C 0.388 -3.611 -3.580
C -0.297 -2.269 -3.586
C -0.864 -1.866 -4.924
O -1.374 -2.255 -2.611
C -0.948 -1.462 -1.534
C -0.097 -0.378 -2.275
O 0.618 -1.297 -3.082
C 0.912 0.620 -1.635
O 1.218 0.098 -0.156
C 0.344 1.999 -1.359
C 0.865 3.100 -2.041
C 0.325 4.365 -1.849
C -0.723 4.554 -0.961
C -1.241 3.465 -0.271
C -0.719 2.200 -0.479
C 2.276 0.692 -2.295
C 3.383 1.058 -1.532
C 4.615 1.268 -2.130
C 4.753 1.153 -3.506
C 3.645 0.838 -4.278
C 2.414 0.607 -3.681
C -2.221 -1.272 -0.727
O -0.935 -0.576 1.172
C -2.767 -2.437 -0.129
C -1.956 -3.530 0.284
C -2.517 -4.649 0.840
C -3.907 -4.730 0.992
C -4.729 -3.687 0.584
C -4.173 -2.550 0.035
C -3.054 -0.117 -0.939
C -3.256 0.385 -2.241
C -4.110 1.449 -2.437
C -4.739 2.055 -1.349
C -4.544 1.569 -0.062
C -3.725 0.476 0.143
H -0.287 -4.378 -3.955
H 0.696 -3.874 -2.567
H 1.268 -3.578 -4.222
H -1.677 -2.537 -5.201
H -0.091 -1.927 -5.689
H -1.251 -0.846 -4.895
H -0.226 -2.023 -0.918
H -0.761 0.250 -2.876
H 1.686 2.984 -2.734
H 0.734 5.204 -2.395
H -1.136 5.543 -0.812
H -2.060 3.594 0.426
H -1.163 1.382 0.063
H 3.293 1.183 -0.464
H 5.466 1.541 -1.520
H 5.712 1.326 -3.975
H 3.733 0.775 -5.354
H 1.568 0.387 -4.313
H -0.881 -3.491 0.171
H -1.894 -5.477 1.150
H -4.347 -5.622 1.420
H -5.803 -3.771 0.679
H -4.820 -1.762 -0.322
H -2.817 -0.120 -3.091
H -4.298 1.809 -3.439
H -5.395 2.900 -1.513
H -5.043 2.036 0.777
H -3.564 0.095 1.146
O 3.037 1.481 1.682
C 2.098 1.905 2.295
N 0.946 1.077 2.530
S -0.186 1.810 3.611
O -0.062 1.111 4.848
O -1.450 1.864 2.947
C 0.683 3.326 3.604
C 0.290 4.480 4.252
C 1.157 5.564 4.173
C 2.365 5.479 3.482
C 2.744 4.306 2.843
C 1.882 3.224 2.912
H -0.641 4.544 4.799
H 0.889 6.490 4.665
H 3.017 6.341 3.446
H 3.679 4.229 2.304

Cartesian forces (eV/Å) of the 6 atoms listed first:
1.846 0.791 0.527
0.028 -0.005 0.024
-0.047 0.089 -0.002
0.082 0.047 -0.007
0.016 -0.019 -0.019
0.002 -0.008 0.012



# 9
One molecule with the formula C14H13BClF6INO7P, computed with ωB97M-V/def2-TZVPD.

structure (SMILES): C#C[C@@]1(CCCI)C(=O)N[C@@](C(=O)C(F)(F)C(F)(F)C(F)(F)C(=O)O)(P(O)Cl)[C@@H]1B(O)O
HOMO-LUMO gap: 8.53 eV

Cartesian coordinates (Å):
C -1.160 0.762 3.848
C -1.201 0.446 2.693
C -1.348 0.035 1.293
C -2.716 -0.674 1.186
C -3.881 0.157 1.795
C -5.096 0.217 0.851
I -6.116 2.097 0.983
C -1.308 1.178 0.256
O -2.199 1.933 -0.015
N -0.095 1.133 -0.442
C 0.852 0.206 0.186
C 1.667 -0.447 -0.958
O 1.109 -0.810 -1.954
C 3.214 -0.721 -0.928
F 3.636 -1.015 0.330
F 3.402 -1.814 -1.694
C 4.120 0.409 -1.542
F 4.557 1.264 -0.601
F 5.209 -0.184 -2.087
C 3.396 1.227 -2.643
F 2.416 1.948 -2.040
F 4.302 2.103 -3.161
C 2.831 0.391 -3.820
O 3.458 -0.479 -4.328
O 1.623 0.832 -4.252
P 2.057 1.163 1.326
O 2.010 0.169 2.614
Cl 0.940 2.807 1.911
C -0.105 -0.808 0.869
B -0.587 -2.056 0.002
O -1.230 -1.844 -1.210
O -0.410 -3.324 0.483
H -1.137 0.880 4.906
H -2.685 -1.641 1.691
H -2.943 -0.819 0.130
H -4.214 -0.338 2.706
H -3.563 1.168 2.022
H -5.841 -0.534 1.097
H -4.822 0.101 -0.194
H 0.233 2.069 -0.654
H 0.935 0.196 -3.997
H 2.753 0.373 3.198
H 0.397 -1.255 1.730
H -1.885 -2.536 -1.367
H -0.576 -3.963 -0.222

Cartesian forces (eV/Å) of the 6 atoms listed first:
-0.049 -0.496 0.080
-0.009 0.586 -0.074
0.183 -0.333 0.074
-0.594 0.386 -0.026
-0.270 -0.377 -0.441
0.162 -0.012 0.136



# 10
An isolated ion of composition C6H10N and charge +1 in a non-equilibrium geometry, computed with ωB97M-V/def2-TZVPD.

net charge: +1
energy relative to the best compared isomer or geometry (same formula, charge and spin): 94.8 kcal per mole
structure (SMILES): CC[N+]1=C2C[C@]21C
HOMO-LUMO gap: 9.16 eV

Cartesian coordinates (Å):
C -1.074 -0.566 -1.864
C 0.154 0.175 -1.449
N 0.704 -0.386 -0.216
C 1.057 -1.537 0.302
C 1.427 -0.986 1.621
C 0.480 -0.095 1.142
C -0.665 0.396 1.885
H -1.516 -0.842 -0.973
H -1.760 0.036 -2.431
H -0.837 -1.398 -2.502
H -0.084 1.202 -1.190
H 0.954 0.100 -2.102
H 1.015 -1.627 2.463
H 2.528 -0.535 1.736
H -1.604 -0.188 1.467
H -0.737 1.597 1.760
H -0.716 0.121 2.941

Cartesian forces (eV/Å) of the 6 atoms listed first:
0.558 0.218 -1.546
-0.658 0.385 1.210
-1.109 1.825 2.198
0.561 -2.469 -2.252
3.423 -0.992 3.752
-0.401 2.218 -1.102